Computed, not measured: CH3Br2OP in the gas phase, with ωB97M-V/def2-TZVPD.

Each atom is followed by the atoms it is bonded to, with distances in Å.
Element x y z (Å)
1 Br 1.35430 2.11194 -0.39272  P3 2.148
2 Br 2.22501 -1.72461 -0.65085  P3 2.810
3 P 0.62920 0.29047 0.48466  Br1 2.148, Br2 2.810, O4 1.434, C5 1.838
4 O 0.80566 0.25651 1.90697  P3 1.434
5 C -0.98767 -0.17635 -0.25357  P3 1.838, H6 1.066, H7 1.226, H8 1.130
6 H -1.66412 0.50187 0.21340  C5 1.066
7 H -1.02854 -0.09434 -1.47653  C5 1.226
8 H -1.33385 -1.16548 0.16863  C5 1.130

Values from the calculation:
* Kohn-Sham gap (alpha / beta): 7.76 / 6.55 eV
* E: -152504.8363 eV
* HOMO level (alpha / beta): -7.077 / -10.798 eV
* 2S+1: 3
* molar mass: 221.82 g mol⁻¹

Charges computed using natural (NBO), reported in e: Br -0.23; Br 0.09; P 1.45; O -1.05; C -1.04; H 0.24; H 0.27; H 0.27